{"formula": "C4H11PS", "method": "the ωB97M-V functional and the def2-TZVPD basis", "species": ["C", "C", "C", "C", "P", "S", "H", "H", "H", "H", "H", "H", "H", "H", "H", "H", "H"], "coordinates": [[-1.014, -1.234, -1.166], [-0.233, 0.625, 1.646], [-0.868, 0.172, -0.751], [0.149, 0.681, 0.212], [1.584, 1.663, -0.291], [1.841, -1.506, 0.001], [-0.498, -1.978, -0.635], [-0.679, -1.191, -2.266], [-2.063, -1.580, -1.038], [-0.661, 1.640, 1.725], [-1.079, -0.172, 1.840], [0.580, 0.545, 2.384], [-0.586, 0.669, -1.719], [-1.833, 0.550, -0.451], [1.219, 2.600, 0.805], [2.515, 1.145, 0.435], [1.627, -2.629, -0.730]], "gap_ev": [6.9366, 6.9329], "multiplicity": 1, "relative_energy_kcal_mol": 95.0, "lumo_energy_ev": [-1.316, -1.318]}

***

{"formula": "C5H12O2", "method": "the ωB97M-V functional and the def2-TZVPD basis", "species": ["C", "C", "O", "C", "C", "O", "C", "H", "H", "H", "H", "H", "H", "H", "H", "H", "H", "H", "H"], "coordinates": [[-1.432, 2.780, -0.556], [-1.214, 1.488, 0.210], [-1.345, 0.372, -0.656], [0.509, -1.413, 0.728], [1.257, -2.729, 0.528], [2.350, -2.046, -0.113], [1.499, -0.916, -0.337], [-2.372, 2.704, -1.112], [-0.624, 2.943, -1.278], [-1.480, 3.646, 0.112], [-1.977, 1.362, 0.985], [-0.238, 1.487, 0.721], [0.703, -0.954, 1.702], [-0.556, -1.377, 0.504], [1.566, -3.303, 1.405], [0.743, -3.389, -0.186], [-0.501, 0.252, -1.107], [1.098, -0.945, -1.366], [2.016, 0.038, -0.185]], "gap_ev": 10.6618, "multiplicity": 1, "relative_energy_kcal_mol": 54.6, "lumo_energy_ev": 0.914}

***

{"formula": "C7H12N2O4S", "method": "the ωB97M-V functional and the def2-TZVPD basis", "species": ["C", "C", "C", "C", "C", "C", "C", "N", "N", "O", "O", "O", "O", "S", "H", "H", "H", "H", "H", "H", "H", "H", "H", "H", "H", "H"], "coordinates": [[0.138, -1.160, 2.128], [-1.197, 0.366, 0.814], [-1.283, -0.654, 1.943], [0.821, -0.364, 0.055], [-2.173, 2.178, -0.134], [2.721, 1.066, 0.204], [0.301, -1.062, -2.641], [1.082, -0.983, 1.314], [-0.282, 0.457, -0.056], [-0.985, -2.167, -0.708], [1.298, -2.954, -0.744], [-2.264, 1.134, 0.777], [1.929, 0.133, -0.617], [0.397, -1.822, -0.968], [0.201, -1.745, 3.096], [-1.832, -1.446, 1.438], [-1.518, -0.065, 2.873], [-3.184, 2.606, -0.277], [-1.744, 1.835, -0.967], [-1.744, 3.155, 0.240], [3.264, 1.637, -0.403], [3.334, 0.662, 0.891], [2.070, 1.785, 0.608], [-0.704, -1.247, -3.100], [0.306, -0.008, -2.476], [1.048, -1.338, -3.290]], "gap_ev": 10.2990, "smiles": "COC1=N[C@](OC)(S(C)(=O)=O)N=CC1", "multiplicity": 1, "relative_energy_kcal_mol": 57.2, "lumo_energy_ev": 0.649}

***

Here are the calculated energy numbers, same order: -24446.251, -9472.768, -29455.434 (eV).